C21H50F3IN15O8S2 | wB97M-V/def2-TZVPD

Each line ends with the Mulliken charge.
Geometry (Å):
C (-4.14, 1.64, 4.09)  -0.249
N (6.51, -6.43, -3.29)  -0.303
H (-2.93, 6.66, -1.51)  0.284
C (-0.58, 2.48, 3.56)  -0.777
C (2.56, -4.87, -3.27)  0.576
H (-9.74, 2.16, 3.91)  0.142
O (10.73, -7.94, -6.80)  -0.672
C (0.01, 4.33, -5.75)  0.552
O (8.48, -5.79, -2.39)  -0.713
N (-0.49, 5.33, -4.98)  -0.269
C (-4.82, -0.73, 6.08)  -0.441
H (-0.86, 2.96, 4.58)  0.404
H (5.53, -3.39, 2.18)  0.149
H (0.51, 2.82, 3.38)  0.462
S (-2.59, -1.54, 3.46)  -0.185
H (-0.38, 6.27, -5.32)  0.183
C (-0.61, 3.26, 0.97)  -0.188
H (10.98, -7.23, -4.44)  0.154
C (-2.93, 8.53, -0.58)  0.544
H (-2.28, 2.32, 2.10)  -0.140
H (0.19, 2.32, -5.79)  0.147
C (0.18, 0.82, 0.25)  -0.712
H (5.61, -6.21, -3.69)  0.211
N (3.46, -3.14, 0.78)  -0.272
N (10.08, -7.01, -4.84)  -0.283
N (-3.38, 7.56, -1.41)  -0.284
H (-4.94, 1.99, 4.85)  0.248
C (-0.80, 2.52, -1.48)  -0.638
C (9.88, -7.38, -6.13)  0.559
H (-3.73, 2.61, 3.64)  0.094
H (3.90, -4.03, 0.65)  0.140
H (-5.13, -0.22, 3.17)  0.245
C (-3.59, 0.30, 6.13)  -0.604
H (-0.70, 1.63, -2.20)  0.229
H (-0.95, 5.18, -4.10)  0.180
H (2.62, -2.93, 0.26)  0.411
C (-0.57, -0.59, 0.38)  -0.537
O (0.57, 4.54, -6.82)  -0.695
H (0.63, -4.08, -3.23)  0.158
I (-3.57, 2.47, -3.34)  -0.080
C (3.93, -2.18, 1.61)  0.524
N (-1.80, 8.22, 0.11)  -0.324
H (-4.21, 7.75, -1.93)  0.173
N (5.06, -2.51, 2.28)  -0.399
H (6.78, -7.40, -3.21)  0.217
H (-1.71, -0.43, 0.37)  0.160
H (-7.52, 1.77, 6.60)  0.217
H (7.94, -6.59, -6.09)  0.165
N (2.77, -4.51, -1.98)  -0.170
F (-1.24, -2.60, -0.93)  -0.298
O (3.42, -5.44, -3.94)  -0.679
H (-0.97, 4.25, 0.51)  -0.102
N (-0.16, 3.09, -5.25)  -0.262
H (1.15, -4.80, -4.72)  0.207
C (-4.93, 0.88, 2.92)  -0.867
N (8.65, -7.06, -6.62)  -0.315
H (-0.35, -1.11, 1.39)  0.088
H (-8.83, 2.71, 5.98)  0.159
N (-9.08, 1.41, 3.84)  -0.469
H (6.08, -3.96, -3.39)  0.179
H (5.44, -1.82, 2.91)  0.246
C (-2.09, 3.35, -1.96)  -0.251
H (9.39, -6.55, -4.27)  0.175
H (0.83, 1.06, 1.16)  0.308
N (-3.14, 0.86, 4.84)  0.307
H (7.60, -3.49, -2.70)  0.212
H (-4.94, -1.12, 7.17)  0.368
F (0.13, -1.10, -2.01)  -0.245
H (-1.92, 4.08, 2.68)  0.370
O (3.38, -1.10, 1.75)  -0.624
H (8.46, -7.31, -7.57)  0.193
H (-4.61, -1.67, 5.46)  0.168
C (-2.27, 0.00, 4.05)  -0.155
F (0.94, -2.43, -0.24)  -0.459
H (-9.09, 0.82, 3.02)  0.232
H (-1.44, 8.92, 0.73)  0.190
H (-4.37, 0.87, 1.92)  0.272
C (-0.18, -1.65, -0.75)  0.754
H (0.11, 3.23, -1.62)  0.168
O (-7.37, 0.20, 4.69)  -0.631
S (-0.56, 0.64, 3.66)  -0.154
H (-3.95, 1.19, 6.77)  0.330
H (-5.83, -0.28, 5.80)  -0.017
H (0.51, 3.31, 1.18)  0.291
C (-1.44, 3.08, 2.34)  -0.255
O (-2.32, 4.54, -1.61)  -0.538
H (-5.95, 1.37, 2.70)  0.208
C (-0.93, 1.99, 0.03)  0.351
C (-8.16, 1.13, 4.79)  0.715
N (-8.19, 1.95, 5.87)  -0.385
H (-0.62, 2.90, -4.37)  0.172
C (7.39, -5.50, -2.86)  0.624
N (1.34, -4.55, -3.76)  -0.370
N (6.97, -4.22, -3.00)  -0.382
H (2.09, -4.04, -1.42)  0.152
H (0.88, 0.87, -0.66)  0.490
H (-2.70, -0.19, 6.67)  0.320
H (3.67, -4.73, -1.58)  0.120
O (-3.50, 9.62, -0.47)  -0.693
H (-1.33, 7.34, 0.03)  0.191

Output
Charge ... -1
LUMO energy ... 0.0616 Eh
Orbital gap ... 5.0 eV
Highest occupied orbital energy ... -3.296 eV



C21H51AgClN3O9 | wB97M-V/def2-TZVPD

Each line ends with the Mulliken charge.
Geometry (Å):
H (1.48, -2.43, -0.89)  0.431
O (-0.02, -1.04, -1.37)  0.657
H (-0.82, 3.98, 3.18)  0.335
C (0.86, -4.41, 1.27)  -0.749
H (-1.18, 1.49, 7.56)  0.281
O (2.03, 0.26, -5.26)  -0.688
Cl (-1.79, -0.94, 2.36)  -0.666
H (-2.49, 3.96, 2.67)  0.368
H (5.13, -3.77, -2.30)  0.399
H (-5.26, -0.21, -3.22)  0.307
H (0.32, -1.47, -4.23)  0.283
H (-1.44, -1.28, -4.43)  0.277
H (2.80, 1.33, 4.38)  0.355
O (-0.95, 2.24, -1.49)  0.533
H (-0.55, -1.04, -5.85)  0.368
H (2.71, -0.99, 0.59)  0.539
H (-0.84, 1.12, -4.14)  0.133
H (-2.84, 3.01, -1.65)  0.289
H (0.64, -5.33, 1.80)  0.416
O (-1.05, 2.94, 1.41)  0.001
N (1.13, 0.56, 5.34)  -0.099
O (-3.41, 0.12, -0.78)  -0.329
H (2.14, 2.82, -4.27)  0.280
H (-0.97, -2.55, -0.49)  0.238
C (-4.96, 0.04, 1.06)  -1.019
H (0.42, 3.00, -4.34)  0.155
H (-6.21, 1.23, -3.04)  0.385
H (-2.31, 2.00, -3.07)  -0.025
H (-0.33, 4.63, 0.74)  0.449
C (-1.57, 3.37, 2.69)  -0.964
H (4.83, -2.07, -1.85)  0.302
N (-0.11, 0.48, -4.44)  -0.015
C (2.77, 1.43, 0.25)  -1.318
H (0.74, 3.10, -0.78)  0.032
H (1.09, -0.40, 5.68)  0.211
O (0.34, 2.61, 5.77)  -0.625
H (1.94, -0.89, -1.78)  0.195
C (4.34, -4.74, 0.26)  -0.663
C (1.31, -1.37, -1.03)  -0.687
C (-0.29, 3.42, -0.93)  -0.546
H (-1.78, 3.62, -2.89)  0.459
Ag (-0.81, 0.79, 0.26)  -0.059
O (4.62, -3.38, -0.25)  -0.304
H (1.30, 2.77, -5.83)  0.296
H (-4.40, 1.23, -2.85)  0.062
H (-5.07, -0.93, 1.55)  0.219
O (2.12, -4.47, 0.56)  -0.259
C (1.84, 0.89, 4.10)  -0.689
H (3.58, -3.19, -2.07)  0.216
H (3.59, 0.98, 0.81)  0.426
H (0.35, 1.07, 8.30)  0.248
C (-1.02, 3.88, 0.36)  -0.635
H (0.67, -3.53, 1.88)  0.334
C (-2.02, 2.72, -2.31)  -1.055
H (-0.49, -0.05, 7.13)  0.356
H (-1.82, 2.48, 3.27)  0.222
H (-0.16, 4.17, -1.71)  0.563
H (-1.94, -1.87, -1.74)  0.073
H (3.23, 1.42, -0.74)  0.311
H (0.16, -4.33, 0.43)  0.137
C (-0.46, -0.93, -4.77)  -1.009
N (-5.63, 0.33, -1.24)  -0.169
C (4.58, -3.11, -1.64)  -0.739
C (-0.91, -2.14, -1.50)  -0.924
C (1.68, -0.73, 0.35)  -1.070
C (1.09, 0.94, -4.79)  0.768
H (-4.27, 0.65, 1.65)  0.097
H (3.22, -5.82, 1.73)  0.333
H (-0.60, -3.00, -2.09)  0.386
H (5.31, -5.01, 0.68)  0.396
C (-0.23, 0.98, 7.39)  -1.066
H (-2.02, 4.30, 0.20)  0.355
C (0.43, 1.44, 6.05)  0.704
H (-6.52, 0.45, -0.77)  0.254
C (-5.34, 0.72, -2.64)  -0.736
O (1.55, 0.69, 0.20)  0.583
C (1.25, 2.45, -4.79)  -0.894
H (4.14, -5.46, -0.54)  0.331
C (3.25, -4.82, 1.30)  -0.409
H (2.24, 0.05, 3.54)  0.251
C (-4.59, 0.08, -0.40)  0.576
H (-5.88, 0.61, 1.21)  0.450
H (1.19, 1.44, 3.42)  0.053
H (2.58, 2.45, 0.55)  0.328
H (0.96, -0.93, 1.14)  0.091
H (3.39, -4.14, 2.14)  0.313

Output
LUMO energy ... 0.0127 Eh
Orbital gap ... 8.1 eV
Highest occupied orbital energy ... -7.754 eV



C21H51FN9O8P | wB97M-V/def2-TZVPD

Each line ends with the Mulliken charge.
Geometry (Å):
H (-3.09, -4.02, 7.15)  0.252
H (7.34, 2.95, 4.59)  0.366
C (-5.36, 2.31, -2.74)  -0.938
H (-0.10, -3.39, 5.02)  0.311
C (-3.56, -2.46, -5.93)  -0.984
P (3.64, 1.65, 0.90)  0.607
H (-5.24, 4.20, -0.67)  0.342
H (-2.62, -2.05, 7.90)  0.310
C (-3.03, 2.70, -2.36)  0.071
H (-0.96, -1.52, 7.60)  0.316
H (-7.18, -0.33, -7.92)  0.400
O (5.68, -0.84, 0.56)  -0.655
N (-0.02, 0.25, 0.26)  -0.330
C (1.15, 1.10, 0.13)  -0.681
H (7.79, 1.63, 1.58)  0.388
N (-4.07, -1.97, -4.66)  0.138
H (-0.43, -1.64, 5.09)  0.389
H (6.56, -3.34, 3.28)  0.398
H (-2.77, -1.80, -6.30)  0.337
H (-5.12, 5.06, -2.22)  0.334
F (1.34, -0.63, 4.10)  -0.083
C (-1.92, -1.75, 7.13)  -0.891
H (-2.16, -2.15, -3.86)  0.384
N (-7.65, 0.69, -6.16)  0.150
C (-2.44, -3.97, 6.26)  0.108
H (4.71, 1.83, -0.93)  0.288
O (-5.86, -1.20, -3.49)  -0.612
H (8.70, -3.50, 1.86)  0.390
H (8.84, -2.17, 3.03)  0.272
H (5.42, -3.20, 1.92)  0.282
C (1.72, 0.80, 2.42)  0.290
H (-5.83, 0.57, -7.19)  0.298
H (-5.23, 2.17, -3.81)  0.285
H (0.91, 2.17, 0.24)  0.390
H (-9.37, -0.44, -6.58)  0.367
O (-6.66, 2.65, -5.61)  -0.633
H (-3.11, -0.81, -3.20)  0.207
C (6.12, -2.66, 2.56)  -0.937
C (-6.90, 0.59, -7.40)  -1.016
H (-5.33, 1.33, -2.26)  0.310
H (6.51, 1.38, 4.63)  0.353
O (-2.73, 1.67, -2.94)  -0.650
C (7.10, 2.05, 4.01)  -0.883
H (-2.12, 0.36, 0.22)  0.430
H (6.50, 2.35, 3.15)  0.225
H (-1.30, 1.30, -1.01)  0.327
N (3.84, 2.19, -0.55)  -0.816
H (8.91, 1.15, 5.53)  0.395
H (-1.33, 1.89, 0.68)  0.368
H (-8.09, -1.32, -5.72)  0.298
N (7.17, -2.06, 1.75)  0.174
H (10.24, 1.42, 4.38)  0.297
H (-2.29, -0.84, 6.66)  0.316
H (3.39, 2.67, 1.84)  0.059
N (-4.28, 3.14, -2.21)  0.172
H (1.60, 0.98, -0.86)  0.488
H (-1.43, -2.70, 4.09)  0.310
N (2.21, 0.68, 1.10)  0.176
H (9.21, -1.88, 1.33)  0.324
H (5.56, -1.89, 3.08)  0.269
H (-2.27, 3.36, -1.89)  0.312
C (9.28, 0.93, 4.53)  -0.883
O (-2.35, -4.89, 5.47)  -0.583
C (-8.60, -0.36, -5.82)  -0.857
N (8.32, 1.41, 3.55)  0.162
H (-7.10, 1.44, -8.04)  0.328
H (-5.94, -1.77, -5.44)  0.011
C (-0.88, -2.62, 5.02)  -0.975
H (-3.47, -2.47, -2.71)  0.271
H (-0.05, -0.21, 1.16)  0.260
H (-9.06, -0.12, -4.86)  0.258
C (8.55, -2.43, 2.00)  -0.915
C (-4.60, 4.38, -1.54)  -0.990
H (7.69, -0.79, 0.24)  0.491
H (-8.06, 1.73, -4.45)  0.276
H (-3.15, -3.47, -5.82)  0.359
H (-4.36, -2.49, -6.66)  0.325
H (-6.31, 2.79, -2.55)  0.406
C (-7.45, 1.75, -5.37)  0.185
C (-1.25, 1.00, 0.04)  -1.101
C (-5.36, -1.63, -4.51)  0.406
C (6.83, -1.19, 0.80)  -0.124
N (-1.77, -2.81, 6.16)  0.143
O (9.58, 0.69, 1.81)  -0.602
C (-3.15, -1.85, -3.54)  -0.819
H (9.43, -0.15, 4.42)  0.204
H (-3.68, 4.86, -1.20)  0.309
H (4.68, 0.89, 1.41)  -0.041
O (0.96, 1.60, 2.86)  -0.444
C (8.58, 1.23, 2.24)  0.014
O (2.36, -0.15, 3.24)  -0.240

Output
SMILES ... CNCN([PH2]=N)C(=O)OF.CN(C)C=O.CN(C)C=O.CN(C)C=O.CN(C)C=O.CN(C)C=O.CN(C)C=O
LUMO energy ... -0.0128 Eh
Orbital gap ... 8.4 eV
Highest occupied orbital energy ... -8.751 eV



C21H52FN7O9PS | wB97M-V/def2-TZVPD

Each line ends with the Mulliken charge.
Geometry (Å):
H (2.74, 6.07, 1.17)  0.215
N (-0.96, 2.65, -2.92)  0.015
H (-0.24, 2.88, -4.90)  0.033
H (-1.66, 2.91, -2.24)  0.082
H (-2.45, 0.18, 2.61)  0.292
O (2.49, -8.61, 2.29)  -0.642
C (-2.06, -7.06, 3.20)  0.881
H (-0.33, 4.79, -9.13)  0.298
H (-0.56, -7.80, 5.33)  0.345
H (-1.96, -8.93, 2.17)  0.269
H (-1.87, 3.67, 3.56)  0.182
H (3.22, -9.19, -0.67)  0.352
H (4.26, -7.83, -0.13)  0.362
H (4.31, -9.39, 0.72)  0.281
N (-1.70, -6.34, 4.30)  -0.076
C (3.66, -8.68, 0.20)  -1.295
C (2.72, 3.11, -7.84)  -1.409
H (-3.42, -3.26, -1.66)  0.275
H (-0.98, 4.32, -4.14)  0.313
H (-4.92, 4.70, 2.11)  0.373
O (-2.75, -6.54, 2.33)  -0.624
H (-0.21, 3.79, 4.57)  0.283
N (3.31, 6.33, 1.96)  -0.119
H (-2.08, 1.50, 3.55)  0.330
C (-1.59, -8.49, 3.10)  -1.394
H (2.68, 8.27, 2.26)  0.288
C (1.04, 1.29, -3.37)  -1.276
C (3.70, 5.26, 2.72)  0.881
H (-1.88, -3.85, 1.36)  0.390
H (-1.49, -6.65, 6.32)  0.315
H (1.70, 0.59, -2.85)  0.318
H (4.79, 4.58, 4.42)  0.303
H (0.70, 6.14, -8.60)  0.297
H (-4.38, -1.57, -0.15)  0.241
F (-0.90, 5.58, 3.56)  -0.351
H (4.14, 8.09, 1.26)  0.297
P (-3.23, 3.78, 1.00)  0.811
O (-0.12, 1.36, -1.29)  -0.694
H (2.28, 2.60, -8.70)  0.386
H (-1.98, -9.07, 3.94)  0.421
C (-1.04, 3.23, -4.24)  -0.624
H (1.43, 4.70, -9.36)  0.350
C (4.56, 5.53, 3.92)  -1.374
H (-4.97, -3.81, -0.98)  0.306
H (0.10, 1.42, 2.26)  0.340
H (-0.02, -6.10, 5.48)  0.289
O (3.35, 4.13, 2.40)  -0.703
C (1.58, -6.75, -0.67)  -0.872
H (0.34, 2.09, 0.51)  0.342
H (1.64, -5.66, -0.56)  0.280
O (-3.51, -1.31, 2.05)  -0.795
H (4.24, 7.90, 3.03)  0.329
C (2.57, -8.22, 1.13)  0.870
H (4.03, 6.17, 4.63)  0.373
N (0.72, 4.47, -7.38)  -0.112
N (1.66, -7.33, 0.65)  -0.062
C (-0.89, -6.76, 5.42)  -0.916
C (3.62, 7.73, 2.15)  -0.859
H (0.60, -7.01, -1.10)  0.287
O (1.56, 3.18, -5.75)  -0.626
C (-3.93, -3.56, -0.74)  -0.804
C (-0.04, 1.76, -2.45)  0.786
H (2.37, -7.09, -1.33)  0.355
N (-2.67, 1.22, 2.74)  -0.368
H (-2.05, -5.39, 4.29)  0.154
H (-0.49, -8.52, 3.09)  0.354
H (0.96, -7.06, 1.33)  0.082
H (-3.45, -4.40, 2.04)  0.411
C (0.11, 3.70, 2.23)  0.051
H (3.33, 3.96, -8.16)  0.383
H (0.61, 0.78, -4.24)  0.362
H (1.65, 2.15, -3.70)  0.326
H (-2.01, 2.97, -4.67)  0.306
C (-0.77, 4.07, 3.56)  -0.296
O (-4.35, 3.89, 2.34)  -0.438
N (-3.94, -2.43, 0.16)  -0.120
H (0.14, 4.56, 1.40)  0.216
C (1.64, 3.58, -6.91)  0.859
H (-2.73, 5.92, 1.32)  0.338
H (5.50, 5.99, 3.61)  0.375
H (3.37, 2.41, -7.31)  0.292
H (1.24, 3.59, 2.60)  0.173
C (0.64, 5.05, -8.70)  -0.904
C (-2.74, -3.57, 1.98)  -1.103
C (-3.42, -2.36, 1.42)  0.540
O (-2.29, 5.22, 0.72)  -0.424
O (-4.14, 3.58, -0.32)  -0.586
H (-3.43, -4.43, -0.32)  0.296
S (-2.10, 1.98, 1.23)  0.382
C (-0.27, 2.27, 1.51)  -0.535
H (-2.37, -3.36, 2.99)  0.292
H (0.02, 4.73, -6.70)  0.176

Output
Charge ... +1
LUMO energy ... -0.1294 Eh
Orbital gap ... 7.4 eV
Highest occupied orbital energy ... -10.890 eV



C21H52N4O | wB97M-V/def2-TZVPD

Each line ends with the Mulliken charge.
Geometry (Å):
C (-1.77, 2.26, 0.00)  -1.184
H (3.42, 0.13, -5.33)  0.453
N (-0.02, -3.43, 2.28)  0.269
C (-0.83, -5.33, 3.67)  -1.345
H (-1.43, 2.42, 2.60)  0.576
C (-2.46, 2.16, 2.86)  -1.039
H (3.07, 1.85, -5.26)  0.293
H (4.56, 1.81, 1.32)  0.283
H (-1.95, -4.35, 2.06)  0.372
H (2.34, -0.43, -3.44)  0.430
H (-4.58, 0.00, 1.48)  0.497
H (-3.04, 4.11, 2.19)  0.284
H (3.66, -1.54, 1.82)  0.156
H (-0.61, 1.02, -5.02)  0.404
C (0.40, 0.07, -2.73)  -0.767
H (4.78, -0.31, 2.30)  0.430
H (-1.32, -1.87, 1.69)  0.034
H (-2.94, 3.94, 3.93)  0.424
H (-0.57, -0.22, 3.18)  0.036
H (-3.39, 0.82, -0.10)  0.408
H (-4.35, 3.26, 3.02)  0.263
H (-0.95, -1.63, 4.14)  0.384
C (0.42, -4.11, 1.05)  -0.349
H (1.82, -4.00, -0.58)  0.379
H (-4.41, 0.40, 4.46)  0.307
H (-5.03, 1.40, 2.35)  0.372
C (-0.25, -1.23, 3.41)  -1.196
H (-1.50, 3.11, 0.62)  0.307
N (1.43, 0.57, -4.98)  0.022
C (1.65, 0.42, -3.54)  -0.567
H (-4.81, -1.07, 3.54)  0.392
H (-1.69, -3.40, 3.49)  0.215
N (3.59, 1.70, 1.09)  -0.242
C (3.16, 0.39, 1.05)  0.555
H (0.62, -5.15, 1.32)  0.200
H (-3.85, 2.47, 0.49)  0.310
C (0.48, 2.91, -4.84)  -0.882
C (-3.09, 1.67, 0.52)  -0.539
H (0.76, -1.29, 3.82)  0.327
H (2.57, -3.97, 1.03)  0.277
H (-0.99, 1.51, 0.14)  0.166
H (-0.32, -6.11, 3.10)  0.312
C (-1.19, -4.10, 2.81)  -0.261
C (-3.28, 3.44, 3.02)  -1.367
C (-4.17, -0.19, 3.58)  -1.093
C (2.69, 0.87, -5.63)  -0.323
C (3.72, -0.50, 2.12)  -1.008
H (3.20, -0.37, 3.07)  0.223
H (-0.11, -5.02, 4.43)  0.318
H (0.65, 0.15, -1.68)  0.084
C (-0.30, -2.03, 2.10)  0.026
O (2.42, -0.02, 0.18)  -0.432
H (3.61, 0.93, -7.56)  0.427
H (-1.72, -5.74, 4.14)  0.417
H (1.37, 3.38, -5.27)  0.289
H (0.31, 1.47, -6.43)  0.433
C (0.33, 1.46, -5.34)  -0.823
H (-2.40, 1.61, 3.80)  0.638
H (1.80, -2.55, 0.34)  -0.003
H (2.16, 1.91, -7.49)  0.304
C (2.60, 0.99, -7.13)  -1.435
C (-4.24, 0.64, 2.30)  -0.630
C (3.12, 2.61, 0.05)  -0.701
H (0.33, -1.53, 1.38)  0.048
H (-0.36, 0.84, -2.91)  0.170
N (-2.95, 1.15, 1.88)  0.338
C (1.72, -3.63, 0.44)  -0.846
H (3.39, 3.62, 0.33)  0.330
H (2.06, 2.51, -0.11)  0.107
H (3.58, 2.38, -0.93)  0.305
H (-0.36, -4.13, 0.28)  0.357
H (2.19, 1.29, -3.11)  0.283
H (2.10, 0.12, -7.56)  0.346
H (-0.37, 3.52, -5.17)  0.386
H (-3.16, -0.61, 3.67)  0.093
H (-1.83, 2.55, -1.04)  0.498
H (0.54, 2.91, -3.75)  0.180
H (-0.02, -0.89, -3.00)  0.295

Output
SMILES ... CCN(CC)CC.CCN(CC)CC.CCN(CC)CC.CNC(C)=O
LUMO energy ... 0.0264 Eh
Orbital gap ... 8.8 eV
Energy relative to the best compared isomer or geometry (same formula, charge and spin) ... 0.00 kJ/mol
Highest occupied orbital energy ... -8.042 eV